# 1
A molecular structure, C41H29BiFIN2O8Te. Source: the Open Molecules 2025 dataset; level of theory: wB97M-V/def2-TZVPD.

The geometry in XYZ format:
```
84
Properties=species:S:1:pos:R:3
Bi -1.2365 -1.1870 2.3063
I -4.0522 -1.7735 -6.0973
Te 0.4141 -1.5106 -0.2570
F -1.5883 -1.6822 4.3579
O 0.9378 -1.4385 2.9068
O -1.3198 -3.3286 0.2545
O -2.5675 1.9494 -0.2096
O 2.8425 4.3880 -2.4948
O 1.1022 3.7152 -3.8457
O -3.2396 0.0214 2.4668
O -2.0616 -5.3441 -0.3795
O -0.9456 0.5875 0.5483
N -0.8329 0.8313 3.2440
N -1.8390 1.7343 3.1117
C -2.3673 -3.5352 -1.8690
C -5.3429 1.8681 2.1979
C 2.8037 -1.4290 4.3054
C 1.4235 0.5588 4.1441
C -0.2744 2.7133 -2.0363
C 2.5048 0.2364 -1.9569
C -6.3263 2.8159 1.9686
C -3.0066 -3.8808 -4.1704
C 1.8792 3.7584 -1.7232
C 0.2362 1.2788 3.8097
C 1.7898 -4.2746 -0.7310
C -4.0322 2.2672 2.4252
C 0.8323 3.3525 -2.5367
C -4.6997 4.5642 2.1662
C -1.4018 1.6134 -0.0541
C 3.5237 0.6005 5.3744
C -2.6442 -2.1788 -2.0001
C 1.2629 -3.1521 -2.7678
C 4.7623 0.7073 -1.2692
C 4.5061 0.1031 -0.0476
C -3.2808 -2.5298 -4.2683
C 1.8619 3.5481 -0.3674
C 1.7465 -4.2306 -3.4907
C 2.2601 -5.3364 -2.8308
C -1.8741 -4.1386 -0.5475
C 0.7651 2.8588 0.1449
C -3.7155 3.6225 2.3998
C -3.1013 -1.6654 -3.2069
C 1.6586 -0.7932 3.7598
C 2.3866 1.2246 4.9198
C 2.2764 -5.3579 -1.4452
C -2.9733 1.2501 2.6603
C 2.2433 -0.4048 -0.7522
C -2.5537 -4.3761 -2.9586
C 1.2896 -3.1513 -1.3789
C 3.7530 0.7825 -2.2160
C -0.2800 2.4447 -0.6668
C -6.0113 4.1650 1.9509
C 3.2576 -0.4423 0.2017
C 2.3929 4.2803 -3.8282
C 3.7076 -0.7555 5.0877
H -4.4452 5.6164 2.1426
H -3.1479 -4.5391 -5.0161
H -6.7785 4.9016 1.7422
H 2.6335 -6.1823 -3.3949
H -7.3487 2.5010 1.8019
H 2.2119 2.2673 5.1613
H 0.1936 2.3218 4.1301
H 5.2851 0.0380 0.7024
H -5.5687 0.8110 2.1887
H 1.7036 -4.2233 -4.5732
H 0.7254 2.6233 1.1992
H 2.3618 5.2811 -4.2846
H 4.5720 -1.2746 5.4861
H -2.3457 -5.4305 -2.8376
H 3.0560 -0.9082 1.1589
H 2.6556 -6.2268 -0.9203
H 4.2581 1.1481 5.9514
H -3.3090 -0.6083 -3.3027
H 2.6677 3.8815 0.2683
H -2.5266 -1.5149 -1.1542
H -2.6836 3.9029 2.5441
H 1.7752 -4.3008 0.3506
H 2.9463 -2.4743 4.0631
H 3.0851 3.6408 -4.4016
H 5.7429 1.1166 -1.4823
H -1.0933 2.4123 -2.6724
H 3.9556 1.2620 -3.1673
H 0.8430 -2.2995 -3.2895
H 1.7228 0.3129 -2.7031
```

The HOMO energy is -0.092 Eh. Its multiplicity is 1. Its charge is -2. Its energy above the lowest of the compared OMol25 structures with the same formula, charge and spin is 122.0 kJ/mol.

# 2
A molecular structure, C41H29InN6O2S2Sb. Source: the Open Molecules 2025 dataset; level of theory: wB97M-V/def2-TZVPD.

The geometry in XYZ format:
```
82
Properties=species:S:1:pos:R:3
Sb 1.7449 -1.0376 -0.5766
In -1.6706 1.5118 0.9550
S 0.4078 0.8581 -0.5241
S -5.7578 3.3226 2.5775
O -3.6246 -2.0751 -4.6164
O -3.7173 -3.7524 -3.0690
N -1.8976 -0.4985 2.0067
N -2.8128 0.2372 -0.4196
N -3.1823 2.3968 2.0938
N -2.0421 2.7701 -0.9178
N -0.2102 2.7222 2.3408
N 4.5145 3.1409 2.3817
C 3.2061 -0.8940 3.4660
C 1.9932 3.4014 2.9565
C -0.4180 -2.7137 -3.8370
C -2.4412 4.0041 -3.3368
C -0.0368 -4.5878 -2.3600
C -1.7734 4.6704 -2.3209
C -3.7503 -2.5779 -3.4806
C -1.6110 4.0228 -1.1179
C 5.1134 1.3773 -1.8511
C -3.4378 -0.1966 -2.6498
C -2.5136 -2.9202 3.1457
C -2.6639 2.1045 -1.9115
C -0.5766 -4.0618 -3.5268
C 2.7829 -0.5841 2.1809
C -3.6206 -1.5355 -2.3419
C -1.5161 -0.7728 3.2612
C -1.7914 -1.9789 3.8640
C -2.9906 -1.0437 -0.0951
C 0.6582 -3.7679 -1.4791
C 5.4058 0.8822 -3.1199
C -3.0217 0.6719 -1.6625
C 1.1171 2.7102 2.1378
C 2.6563 -3.2136 3.0963
C -2.9019 2.7161 -3.1274
C -2.9349 -2.6285 1.8611
C 0.1264 4.1686 4.2130
C 4.7091 -0.2048 -3.6283
C 1.4926 4.1464 4.0131
C 2.2374 -2.9169 1.8043
C 4.1080 0.7945 -1.0936
C 3.4064 -0.2945 -1.6119
C 3.4089 3.2881 2.6644
C 0.2585 -1.8774 -2.9627
C -3.4106 -1.9590 -1.0372
C 3.1384 -2.2063 3.9225
C -0.6949 3.4470 3.3689
C 3.7035 -0.8014 -2.8745
C 0.7897 -2.4151 -1.7897
C -2.6051 -1.4064 1.3053
C 2.2992 -1.5985 1.3550
C -4.2813 2.7906 2.2972
H -1.1354 4.5114 -0.2769
H -0.9827 0.0094 3.7865
H -1.3929 5.6736 -2.4550
H -1.7682 3.4305 3.4883
H 3.5959 -0.1101 4.1066
H 4.9398 -0.5881 -4.6150
H -3.5283 -3.3364 1.2986
H -1.4581 -2.1713 4.8740
H -1.1450 -4.6955 -4.1956
H -3.4439 2.1926 -3.9025
H -3.5842 0.0947 -3.6819
H 5.6628 2.2225 -1.4520
H 1.8764 -3.7133 1.1696
H 3.8879 1.1941 -0.1091
H -2.7562 -3.8776 3.5891
H 3.4735 -2.4466 4.9247
H -2.6032 4.4859 -4.2923
H 2.8435 0.4414 1.8315
H -0.1664 -5.6375 -2.1253
H -0.3100 4.7389 5.0201
H 1.4737 2.1334 1.2932
H 1.0766 -4.1894 -0.5769
H -3.5339 -3.0162 -0.8363
H 2.6080 -4.2353 3.4534
H 6.1856 1.3461 -3.7126
H 2.1627 4.6938 4.6627
H -0.8687 -2.3136 -4.7373
H 3.1622 -1.6523 -3.2734
H 0.3575 -0.8198 -3.1854
```

The HOMO energy is -0.381 Eh. Its multiplicity is 1. Its charge is +1. Its energy above the lowest of the compared OMol25 structures with the same formula, charge and spin is 22.9 kJ/mol.

# 3
A molecular structure, C41H29N14O10S6Sm. Source: the Open Molecules 2025 dataset; level of theory: wB97M-V/def2-TZVPD.

The geometry in XYZ format:
```
101
Properties=species:S:1:pos:R:3
Sm 1.3082 0.9364 0.6791
S 5.9931 1.3232 -1.9996
S 0.7304 2.5975 -2.9799
S 4.2819 4.2915 3.3717
S 4.5266 -1.5404 4.0350
S 3.5843 -0.6907 1.4931
S 2.7235 0.7703 4.0646
O -2.8483 -4.5939 -0.5568
O -4.6789 -1.4994 5.8608
O -0.0833 2.2982 1.9105
O -1.1339 3.0402 3.7731
O -0.8761 -3.1350 1.4878
O 0.1467 -0.5930 1.8766
O -4.5101 0.7211 5.9424
O 1.4878 9.2751 -3.1745
O 2.6095 8.8072 -5.0274
O -2.1607 -3.8368 3.1424
N -2.6760 0.3484 -1.4182
N -4.1584 -0.4099 5.5524
N 1.5456 -1.0901 -1.0181
N -3.4629 -6.1097 0.9658
N 2.3684 -2.5875 -2.4638
N 3.6025 1.3091 -3.2129
N 2.9142 2.9281 1.5765
N 1.8833 -3.2411 -1.3792
N -0.8144 1.0025 -0.4599
N 3.6414 1.6995 -0.8933
N -2.9911 1.4974 -0.7475
N -4.5447 -5.3110 0.7038
N -1.5164 -2.9377 2.5530
N 1.5923 4.1626 3.1320
C 3.5808 -0.4371 3.2316
C -3.0264 -0.4060 4.6352
C 2.7693 3.7267 2.6307
C -0.9202 -0.4856 2.7397
C -0.2264 -5.3745 -0.6342
C -1.1119 -6.1223 0.1684
C -1.4468 0.7282 3.2422
C 4.2271 1.4416 -2.0433
C -4.9025 -3.2998 -0.7465
C -6.5679 -1.5797 -0.4582
C -2.5492 -1.6530 4.2330
C -1.3670 0.1544 -1.3212
C -1.8477 1.8553 -0.1732
C 4.2652 2.7232 1.2629
C 0.7049 -7.3810 1.1128
C 1.1669 4.2066 -3.1860
C -5.8496 -0.7481 -1.3470
C 2.1475 -4.6769 -1.2843
C -4.1720 -2.4484 -1.5858
C -2.4951 0.7811 4.1530
C 1.3316 -2.3317 -0.5391
C 2.1218 -1.3176 -2.2111
C -6.1032 -2.8339 -0.1224
C 1.7657 6.9438 -3.6511
C 4.6336 2.0106 0.0863
C 1.1462 -5.5306 -0.4845
C 2.7626 5.9609 -3.7360
C 1.5614 -6.5659 0.3928
C 0.4743 6.5647 -3.2026
C 0.1686 5.2308 -3.0630
C 1.9453 8.4310 -3.9063
C -3.6217 -0.1621 -2.3868
C -1.6368 -1.6507 3.1837
C -0.6585 -7.1239 1.0183
C -0.8322 2.0982 2.9870
C -4.5654 -1.1484 -1.7518
C 5.1039 3.3896 2.1105
C -4.1848 -4.4203 -0.2096
C 2.4399 4.6114 -3.6018
C 5.9360 1.7925 -0.3617
C -2.4671 -5.7074 0.1784
H -3.0954 -0.7167 -3.1803
H -1.7675 2.7141 0.4788
H -3.2151 -2.8269 -1.9484
H 3.8021 6.2608 -3.9647
H -6.6523 -3.4720 0.5705
H 3.2408 3.9217 -3.8104
H -2.8978 -2.6194 4.6220
H 2.6344 1.7794 -3.2835
H -2.9756 1.7377 4.4290
H 1.1016 -8.1202 1.8061
H 3.1565 -4.7650 -0.8115
H 1.5520 4.7759 3.9509
H -7.5354 -1.1994 -0.0998
H 4.1813 1.3091 -4.0525
H 6.8515 1.9735 0.2522
H -0.8152 -0.6211 -1.8281
H -1.3779 -7.6924 1.5576
H 2.3034 -0.4827 -2.9038
H -0.5881 -4.7273 -1.4335
H -0.8888 4.9235 -2.9404
H 6.1959 3.4605 1.9904
H 0.7608 3.6732 2.7449
H -4.1120 0.7157 -2.8275
H 2.8517 7.9929 -5.5609
H -6.2311 0.2443 -1.5272
H 2.6161 -6.6767 0.5900
H 2.1895 -5.0461 -2.3522
H 0.7902 -2.5737 0.3629
H -0.2604 7.3795 -2.9794
```

The HOMO energy (alpha / beta) is -0.038 / -0.038 Eh. Its multiplicity is 6. The expectation value of S² is 8.759. Its charge is -2.

# 4
A molecular structure, C41H30ClHgN4O6STe. Source: the Open Molecules 2025 dataset; level of theory: wB97M-V/def2-TZVPD.

The geometry in XYZ format:
```
85
Properties=species:S:1:pos:R:3
Hg 0.4260 -1.2281 1.4358
Te -2.1306 -3.0948 1.4234
Cl 6.1682 1.0258 3.0628
S 1.8656 -3.3178 2.4139
O 0.1804 -0.6084 3.6694
O 0.1224 4.7814 0.1571
O -0.0540 0.8210 0.6119
O 1.0378 0.0539 5.6065
O 3.1771 0.9183 6.5663
O 5.2191 1.3824 5.8577
N 1.0316 -5.8233 1.3713
N 2.5423 -0.0317 2.4051
N 3.7962 0.2848 2.0542
N 0.0794 -1.7778 -0.7271
C 1.3687 -4.7933 1.7934
C 4.5006 0.6752 3.1420
C -0.1717 -2.2614 -3.8623
C 2.4366 0.1498 3.7018
C -2.9061 -2.4188 -4.2497
C -5.4679 -1.3833 -0.8366
C -4.6365 -2.2482 -0.1358
C -0.6248 0.4286 -1.6972
C -3.9418 0.4273 -0.4188
C -0.7406 2.6355 4.5302
C -2.3948 -1.7639 -3.1404
C 1.1075 -0.1617 4.3738
C -0.3966 1.2934 -0.5348
C 3.5272 -0.6632 -0.1510
C 3.7249 -0.6190 -1.5207
C -1.3069 -3.8749 -0.3999
C -3.4546 -1.7785 0.4312
C -5.1194 -0.0454 -0.9803
C 5.1019 1.3233 -1.2655
C -1.1514 2.4634 -3.0363
C -0.9833 1.0809 -2.9078
C -1.5616 2.5882 2.2724
C 4.1062 0.3035 0.6580
C -0.9275 3.2617 -1.9423
C -1.5508 3.0473 -4.3684
C -0.5684 2.6931 -0.6933
C 3.6745 0.6094 4.2458
C -1.7289 2.2938 3.6150
C 4.8935 1.3027 0.1064
C -1.0183 -1.6840 -2.9175
C 4.0900 0.9997 5.6303
C 0.0170 -3.2200 -0.8300
C 0.3995 3.2971 4.0972
C -0.2482 3.6331 0.3883
C -0.6776 -2.9169 -4.9787
C 4.5175 0.3699 -2.0852
C 0.5485 3.6191 2.7542
C -0.4194 3.2465 1.8319
C -0.4987 -0.9959 -1.6897
C -3.1141 -0.4354 0.2917
C -2.0480 -3.0033 -5.1757
H -2.6102 1.7564 3.9444
H -1.1108 0.4816 -3.8008
H -4.9047 -3.2936 -0.0348
H 0.9004 -2.1890 -3.7177
H -0.8421 2.3537 5.5705
H 2.2723 0.5680 6.1835
H -5.7574 0.6244 -1.5448
H -6.3827 -1.7587 -1.2813
H -2.1791 -0.0683 0.6975
H -0.8659 2.7366 -5.1636
H 5.7043 2.1160 -1.6916
H -1.5457 4.1386 -4.3285
H -3.0604 -1.2932 -2.4270
H 1.4292 4.1416 2.4010
H -2.3078 2.2905 1.5451
H 0.2055 -3.5838 -1.8434
H 0.8148 -3.6282 -0.2162
H 4.6649 0.4071 -3.1573
H -3.6391 1.4592 -0.5599
H -1.1743 -4.9464 -0.2531
H 3.2375 -1.3645 -2.1358
H -2.5542 2.7271 -4.6675
H 0.0035 -3.3611 -5.6955
H 2.9257 -1.4552 0.2694
H -3.9801 -2.4740 -4.3908
H -2.0932 -3.6999 -1.1354
H 1.1813 3.5468 4.8055
H 5.3067 2.0874 0.7208
H -2.4450 -3.5207 -6.0417
H -1.0107 4.3409 -2.0056
```

The HOMO energy (alpha / beta) is -0.002 / -0.090 Eh. Its multiplicity is 2. The expectation value of S² is 0.786. Its charge is -2. Its energy above the lowest of the compared OMol25 structures with the same formula, charge and spin is 0.0 kJ/mol.

# 5
A molecular structure, C41H31AsBBr2CaClN6O2. Source: the Open Molecules 2025 dataset; level of theory: wB97M-V/def2-TZVPD.

The geometry in XYZ format:
```
86
Properties=species:S:1:pos:R:3
Br -6.1470 1.1503 0.9934
Br -0.7082 0.8569 6.5240
As 0.1149 -2.2414 -0.1590
Ca 0.7976 1.3207 -0.1683
Cl 1.1141 6.5171 -5.2941
O -0.2158 3.1638 -0.6618
O 0.4957 0.9800 -2.3452
N 0.1721 0.2185 2.0274
N -1.6172 0.7706 0.0883
N 2.9986 0.4242 -0.5189
N 4.0126 1.3148 -0.3146
N 3.0725 3.1496 1.2591
N 1.8030 2.7254 1.5007
C 3.4739 3.9795 2.2287
C -1.0310 0.6300 2.4341
C 0.8986 0.1415 4.3060
C 5.1923 0.7133 -0.4997
C 0.6345 -6.2609 -1.4473
C -3.8322 -2.6745 1.0087
C -2.5057 -2.3420 -1.1543
C 3.5884 -0.7323 -0.8313
C -3.4103 0.9281 1.6648
C 0.2381 -4.9271 -1.4198
C 0.1037 5.3013 -1.6033
C -4.3072 1.0431 0.6212
C -3.5581 -2.3133 -2.0645
C -2.6037 -2.8550 3.0784
C 0.4170 6.0679 -2.6863
C -1.2020 -2.1364 -1.6009
C -1.9946 -1.8427 -3.8447
C -2.5043 0.9110 -0.8977
C -1.4051 -2.7136 2.3886
C -2.0693 0.8020 1.3508
C -1.3303 0.8478 3.7707
C 0.5393 1.8913 -3.1869
C -2.6338 -2.5391 0.3141
C -3.8632 1.0520 -0.6848
C 0.7466 4.1334 -4.0575
C -0.3461 0.5891 4.7029
C 1.8515 -5.9568 0.6011
C 1.4323 -6.7790 -0.4371
C 4.9771 -0.6117 -0.8339
C 1.1106 -0.0124 2.9503
C 0.4582 3.3041 -2.9452
C -1.4242 -2.5471 1.0119
C -3.8144 -2.8268 2.3889
C 0.6456 -4.1057 -0.3759
C 1.4649 -4.6246 0.6247
C 0.7353 5.4830 -3.9331
C -0.9407 -1.8770 -2.9388
C -3.2987 -2.0656 -3.4059
C 0.1091 3.8749 -1.6737
C 2.4536 4.1117 3.1534
C 1.4352 3.3059 2.6423
B 3.7614 2.8568 -0.1216
H -4.1166 -2.0425 -4.1153
H 0.6280 1.5983 -4.2431
H 0.3114 -6.8964 -2.2624
H -4.7466 -2.9263 2.9307
H 2.0774 -0.3292 2.5743
H 2.4832 -6.3493 1.3879
H -4.5455 1.1459 -1.5172
H -0.4680 -2.7254 2.9339
H -4.5777 -2.4735 -1.7335
H 4.4555 4.4221 2.1841
H -0.3904 -4.5429 -2.2123
H 5.7100 -1.3688 -1.0545
H -1.8007 -1.6448 -4.8913
H 0.4453 3.1356 3.0429
H -0.1395 5.7494 -0.6488
H -2.2955 1.2134 4.0852
H 1.8144 -3.9887 1.4313
H -2.1008 0.8884 -1.9033
H -2.5955 -2.9863 4.1535
H -4.7796 -2.6498 0.4829
H 6.1027 1.2783 -0.3842
H 0.4232 7.1482 -2.6039
H 2.9888 -1.6044 -1.0420
H 2.4459 4.7095 4.0487
H 0.9940 3.6766 -5.0097
H 3.0194 3.2455 -1.0114
H 4.8432 3.4067 -0.1170
H 1.6878 -0.0529 5.0171
H 1.7311 -7.8191 -0.4596
H 0.0710 -1.6897 -3.2766
H -3.7610 0.8972 2.6850
```

The HOMO energy is -0.277 Eh. Its multiplicity is 1. Its charge is 0. Its energy above the lowest of the compared OMol25 structures with the same formula, charge and spin is 8.6 kJ/mol.

What is the formula in the third record? C41H29N14O10S6Sm

What is the charge in the second record? +1

Please write out number 2 again, unchanged.
A molecular structure, C41H29InN6O2S2Sb. Source: the Open Molecules 2025 dataset; level of theory: wB97M-V/def2-TZVPD.

The geometry in XYZ format:
```
82
Properties=species:S:1:pos:R:3
Sb 1.7449 -1.0376 -0.5766
In -1.6706 1.5118 0.9550
S 0.4078 0.8581 -0.5241
S -5.7578 3.3226 2.5775
O -3.6246 -2.0751 -4.6164
O -3.7173 -3.7524 -3.0690
N -1.8976 -0.4985 2.0067
N -2.8128 0.2372 -0.4196
N -3.1823 2.3968 2.0938
N -2.0421 2.7701 -0.9178
N -0.2102 2.7222 2.3408
N 4.5145 3.1409 2.3817
C 3.2061 -0.8940 3.4660
C 1.9932 3.4014 2.9565
C -0.4180 -2.7137 -3.8370
C -2.4412 4.0041 -3.3368
C -0.0368 -4.5878 -2.3600
C -1.7734 4.6704 -2.3209
C -3.7503 -2.5779 -3.4806
C -1.6110 4.0228 -1.1179
C 5.1134 1.3773 -1.8511
C -3.4378 -0.1966 -2.6498
C -2.5136 -2.9202 3.1457
C -2.6639 2.1045 -1.9115
C -0.5766 -4.0618 -3.5268
C 2.7829 -0.5841 2.1809
C -3.6206 -1.5355 -2.3419
C -1.5161 -0.7728 3.2612
C -1.7914 -1.9789 3.8640
C -2.9906 -1.0437 -0.0951
C 0.6582 -3.7679 -1.4791
C 5.4058 0.8822 -3.1199
C -3.0217 0.6719 -1.6625
C 1.1171 2.7102 2.1378
C 2.6563 -3.2136 3.0963
C -2.9019 2.7161 -3.1274
C -2.9349 -2.6285 1.8611
C 0.1264 4.1686 4.2130
C 4.7091 -0.2048 -3.6283
C 1.4926 4.1464 4.0131
C 2.2374 -2.9169 1.8043
C 4.1080 0.7945 -1.0936
C 3.4064 -0.2945 -1.6119
C 3.4089 3.2881 2.6644
C 0.2585 -1.8774 -2.9627
C -3.4106 -1.9590 -1.0372
C 3.1384 -2.2063 3.9225
C -0.6949 3.4470 3.3689
C 3.7035 -0.8014 -2.8745
C 0.7897 -2.4151 -1.7897
C -2.6051 -1.4064 1.3053
C 2.2992 -1.5985 1.3550
C -4.2813 2.7906 2.2972
H -1.1354 4.5114 -0.2769
H -0.9827 0.0094 3.7865
H -1.3929 5.6736 -2.4550
H -1.7682 3.4305 3.4883
H 3.5959 -0.1101 4.1066
H 4.9398 -0.5881 -4.6150
H -3.5283 -3.3364 1.2986
H -1.4581 -2.1713 4.8740
H -1.1450 -4.6955 -4.1956
H -3.4439 2.1926 -3.9025
H -3.5842 0.0947 -3.6819
H 5.6628 2.2225 -1.4520
H 1.8764 -3.7133 1.1696
H 3.8879 1.1941 -0.1091
H -2.7562 -3.8776 3.5891
H 3.4735 -2.4466 4.9247
H -2.6032 4.4859 -4.2923
H 2.8435 0.4414 1.8315
H -0.1664 -5.6375 -2.1253
H -0.3100 4.7389 5.0201
H 1.4737 2.1334 1.2932
H 1.0766 -4.1894 -0.5769
H -3.5339 -3.0162 -0.8363
H 2.6080 -4.2353 3.4534
H 6.1856 1.3461 -3.7126
H 2.1627 4.6938 4.6627
H -0.8687 -2.3136 -4.7373
H 3.1622 -1.6523 -3.2734
H 0.3575 -0.8198 -3.1854
```

The HOMO energy is -0.381 Eh. Its multiplicity is 1. Its charge is +1. Its energy above the lowest of the compared OMol25 structures with the same formula, charge and spin is 22.9 kJ/mol.

Look up the multiplicity of the third one. 6